The following is a quantum chemistry calculation of 13 unconnected molecules or ions with the total composition C55H126B3F18N8O12, from the OMol25 dataset.

Structure (XYZ):
```
222
Properties=species:S:1:pos:R:3:forces:R:3
C -4.14486 -0.35446 -9.26126 0.555 0.206 1.580
C -2.86522 0.16034 -8.55459 0.339 0.401 0.200
C -1.71538 0.39934 -9.57877 -1.445 0.652 -1.008
C -0.82555 1.63827 -9.35176 0.173 -1.369 -0.574
C -1.64301 2.82930 -9.01244 -0.279 0.292 1.307
C -2.31897 2.68206 -7.65870 -2.003 1.523 0.176
N -3.23259 1.43577 -7.79333 -2.189 0.498 1.313
O -4.31417 1.46119 -7.24164 2.609 -0.039 -1.409
C -3.28529 3.90895 -7.52930 0.209 0.270 -0.326
C -1.49517 2.60652 -6.40605 0.991 -0.752 1.051
C -2.38403 -0.74285 -7.42188 -0.143 -1.819 0.319
H -3.81785 -1.28091 -9.67500 -0.034 -0.633 -0.746
H -4.51154 0.33788 -9.98311 0.003 0.437 -0.830
H -4.97454 -0.56000 -8.59073 0.174 -0.085 0.315
H -2.29947 0.49503 -10.53320 0.964 0.114 0.449
H -1.11099 -0.50287 -9.66432 -0.136 -0.031 0.131
H -0.28722 1.82779 -10.27200 0.182 -0.091 -0.238
H -0.06761 1.37370 -8.60783 -0.123 0.405 0.194
H -2.48574 3.03947 -9.68015 0.514 -0.135 -0.538
H -1.06221 3.74039 -8.88963 0.186 0.069 -0.381
H -3.96863 3.85279 -8.39164 0.100 0.447 0.335
H -2.67930 4.87254 -7.58700 -0.716 -1.373 0.029
H -3.88875 3.92499 -6.60982 0.378 -0.133 -0.284
H -2.04677 2.79127 -5.47338 -0.382 -0.114 -0.545
H -0.74584 3.42447 -6.40796 -0.134 -0.705 -0.369
H -1.03155 1.61504 -6.25528 0.283 0.673 -0.232
H -2.70235 -1.77064 -7.62881 -0.552 0.150 -0.190
H -2.79585 -0.52459 -6.44002 0.115 0.191 0.050
H -1.31982 -0.94345 -7.38178 0.425 1.001 0.182
C -2.41636 1.02234 4.43366 -0.153 1.481 0.331
C -2.93573 1.65367 5.71451 0.002 0.353 0.475
C -3.47676 0.60664 6.67621 -2.487 1.758 -0.022
C -2.47934 -0.41492 7.01626 -0.473 -1.462 3.059
C -1.37879 0.22440 7.91862 0.259 -2.008 -1.770
C -0.64834 1.39611 7.23236 -1.118 0.460 1.118
N -1.76842 2.26005 6.58452 0.401 -0.566 -0.328
O -1.72565 3.40061 6.84215 -0.998 0.559 -0.609
C 0.36327 1.18495 6.12964 0.905 0.163 -0.046
C -0.04096 2.25486 8.31410 1.118 0.571 0.344
C -3.92830 2.73976 5.39446 1.419 1.617 -1.076
H -1.89520 0.13938 4.63615 0.757 -1.329 -0.068
H -1.81202 1.73608 3.91201 0.707 0.386 -0.337
H -3.22836 0.84181 3.75263 -0.681 -0.292 0.081
H -4.46447 0.24880 6.23877 1.334 0.092 0.370
H -3.80862 1.22211 7.57414 0.326 -1.011 -0.588
H -2.17467 -1.06585 6.21811 0.375 0.028 -0.366
H -3.01896 -1.08224 7.75509 0.612 0.250 -0.894
H -0.64708 -0.59670 8.18165 -0.573 1.132 -0.117
H -1.92920 0.53408 8.80433 0.459 0.335 0.155
H -0.01552 0.97119 5.16659 -0.846 -0.530 -0.888
H 1.03423 0.33023 6.35037 -0.104 0.820 0.181
H 0.85788 2.16855 5.96212 0.296 -0.847 0.417
H 0.91073 1.78462 8.55324 0.223 0.081 -0.044
H -0.56284 2.28287 9.25757 -0.638 -0.116 0.102
H 0.14568 3.30437 8.03704 0.177 -0.612 -0.118
H -4.27062 3.39215 6.20130 0.160 -0.415 0.230
H -4.77095 2.19562 4.99664 -0.357 0.229 -0.444
H -3.42242 3.44993 4.63218 -1.241 -1.069 0.953
C 1.32006 -5.82519 5.66128 1.461 1.312 -1.827
C 2.50289 -5.07343 6.48717 -0.973 -2.285 -0.694
C 3.84151 -5.85879 6.45674 -1.200 -1.160 0.943
C 4.65018 -5.73913 5.23872 -0.641 0.363 -2.613
C 4.83268 -4.28888 4.80322 -0.283 0.597 -2.788
C 3.46210 -3.61131 4.39589 -0.180 -0.882 0.556
N 2.68844 -3.79834 5.81160 0.163 0.014 -1.239
O 2.31426 -2.85957 6.39455 -0.270 1.568 0.102
C 2.62065 -4.19526 3.17376 0.891 0.023 0.986
C 3.55268 -2.12221 4.16233 0.359 0.561 -0.634
C 2.04937 -4.89382 7.92042 -0.427 0.656 0.316
H 1.75147 -6.17980 4.68089 -0.413 0.119 1.115
H 0.50965 -5.13416 5.35026 0.500 -0.318 0.607
H 0.91412 -6.66254 6.18749 0.051 -0.372 0.654
H 3.67434 -6.94584 6.63907 -0.444 0.740 -0.101
H 4.32562 -5.55108 7.34968 1.001 0.541 0.736
H 4.07184 -6.29216 4.42349 1.114 0.574 0.761
H 5.61997 -6.17465 5.36107 0.464 -0.556 0.049
H 5.45923 -4.11060 3.84674 -0.783 -0.801 1.413
H 5.34933 -3.69526 5.54550 -0.117 0.256 0.460
H 1.55976 -4.03512 3.18881 -0.443 0.437 0.752
H 2.69113 -5.24583 2.92416 0.662 -0.234 0.208
H 2.93993 -3.60467 2.33803 0.455 -0.013 -0.451
H 4.07287 -1.54750 4.96708 -0.865 -0.360 -0.569
H 2.54716 -1.82803 3.85431 -0.151 0.671 0.957
H 4.05972 -1.87491 3.20117 0.307 -0.746 0.729
H 2.18707 -5.89423 8.33652 -0.132 0.288 0.409
H 0.98471 -4.62749 7.94175 0.195 -0.179 0.070
H 2.56134 -4.09970 8.52599 -0.029 -0.951 -0.683
C 3.81207 -2.94144 -2.65215 -2.020 1.415 0.648
C 4.01024 -4.09604 -3.55090 -0.868 -0.327 0.158
C 5.43846 -4.43698 -3.74847 1.624 -0.837 0.023
O 5.56038 -5.79227 -4.15060 -1.651 0.364 0.704
C 6.87251 -6.24225 -4.20993 1.334 0.724 -1.843
N 3.24366 -5.32963 -3.12659 0.661 -0.867 -1.585
H 3.76735 -6.14523 -3.50768 -0.153 0.462 -0.082
H 3.10968 -5.54633 -2.14802 0.015 0.483 1.068
H 2.31020 -5.34660 -3.53022 -0.070 0.174 0.007
H 2.70512 -2.74025 -2.58084 1.125 -0.182 -0.179
H 4.25846 -2.05392 -3.09314 0.025 0.074 -0.235
H 4.14758 -2.96627 -1.62648 0.397 -0.669 0.249
H 3.52988 -3.79895 -4.46649 0.042 -0.194 -0.697
H 6.02449 -4.29342 -2.82226 -0.282 0.006 -0.113
H 5.88681 -3.79316 -4.50685 -0.090 0.239 -0.055
H 7.53631 -5.57565 -3.66916 0.149 -0.116 0.547
H 7.18371 -6.10224 -5.27377 0.132 -0.672 0.639
H 6.96913 -7.26363 -3.87319 -0.087 -0.187 -0.015
C 2.01663 -0.70076 -0.97277 -0.739 0.247 2.113
C 0.50914 -0.66951 -0.79267 0.094 0.333 -0.817
C -0.00993 -0.74528 0.60008 1.194 -0.485 1.638
O -1.39011 -0.96084 0.48822 -1.404 0.134 1.296
C -2.09292 -0.17852 1.52187 0.021 -0.640 -0.836
N -0.11001 0.51003 -1.43153 -1.650 1.257 -0.747
H 0.22075 1.38730 -0.97094 0.654 0.142 -0.361
H -0.02648 0.58798 -2.48011 0.413 -0.027 1.022
H -1.14642 0.54422 -1.28694 0.671 -0.372 0.029
H 2.37675 0.31933 -0.68300 0.244 -1.036 -0.326
H 2.24586 -1.00186 -1.96988 0.339 0.241 -0.591
H 2.31672 -1.51149 -0.25112 0.352 0.984 -0.814
H 0.04712 -1.47696 -1.31657 -0.067 -1.009 -0.277
H 0.08913 0.12162 1.27622 0.720 0.031 -0.869
H 0.53894 -1.57219 1.15990 -0.779 0.566 -0.666
H -2.24531 0.82584 1.09881 -0.445 -0.375 0.307
H -1.46064 -0.09744 2.39128 0.209 -0.107 0.255
H -2.98721 -0.75060 1.82673 0.126 0.582 -0.421
C 4.87456 2.09500 -2.16130 0.543 1.772 0.260
C 4.10532 3.19597 -2.90332 -0.271 -1.125 0.174
C 4.65748 3.37701 -4.32339 1.175 -0.692 0.641
O 4.02390 4.40634 -4.95764 -2.212 0.702 1.203
C 4.56690 4.87649 -6.13393 0.476 0.279 -0.758
N 2.64582 2.77422 -2.94458 0.451 1.070 0.171
H 2.12023 2.89581 -1.96733 0.447 -0.298 -0.387
H 2.27119 3.41855 -3.65298 -0.566 -0.761 0.095
H 2.55843 1.78018 -3.21054 -0.132 0.496 -0.435
H 4.76450 1.19411 -2.70835 0.222 -1.030 -0.673
H 4.45037 1.92806 -1.17060 0.228 0.257 0.039
H 5.94496 2.42424 -2.11022 -0.871 -0.634 0.163
H 4.14200 4.15263 -2.37826 -0.050 -0.115 -0.040
H 4.60965 2.42109 -4.92182 0.188 0.655 0.551
H 5.70353 3.70545 -4.14272 -0.043 -0.670 -0.297
H 5.64006 5.07148 -6.00687 -0.125 0.602 0.060
H 3.96433 5.77197 -6.42908 0.828 -0.849 0.025
H 4.55243 4.07128 -6.85973 -0.365 0.006 -0.721
C -4.24364 4.74115 1.16110 -0.857 0.590 -0.669
C -2.78511 5.04071 1.11585 1.372 -0.265 -0.923
C -2.11745 4.59396 2.40041 -0.294 -0.961 -0.677
O -2.70909 5.26863 3.43381 0.238 1.230 1.963
C -2.27565 6.63132 3.67426 -0.555 -1.244 0.889
N -2.09265 4.34258 0.03323 0.365 -1.576 1.236
H -1.10282 4.21094 0.24669 -0.326 0.111 -0.326
H -2.94544 2.40957 -0.38987 0.344 -1.169 -1.894
H -2.20735 4.63587 -0.90043 -0.250 0.809 -0.907
H -4.41054 3.65753 1.18481 -0.183 0.172 0.402
H -4.74404 5.11635 0.24763 0.245 -0.186 0.330
H -4.67229 5.31977 1.99547 -0.098 -0.725 -0.169
H -2.64790 6.09470 1.03235 0.089 1.079 -0.166
H -0.99468 4.62194 2.42019 -0.814 0.066 -0.179
H -2.49692 3.55343 2.48713 0.795 0.070 0.251
H -2.88611 6.94573 4.51647 0.120 0.076 0.142
H -2.54607 7.26414 2.86341 0.140 0.563 -0.867
H -1.21982 6.70244 3.95963 -0.086 -0.122 -0.311
C -2.75334 -5.24949 -0.03749 0.395 -0.707 0.114
C -3.02004 -3.94658 0.66031 0.163 -1.267 2.372
C -4.22414 -4.10614 1.62147 -0.177 0.026 -1.093
O -4.37500 -3.06816 2.52777 0.390 0.627 0.239
C -5.30910 -3.49852 3.50645 0.979 -1.146 0.113
N -1.80656 -3.53895 1.43562 0.198 0.506 0.554
H -0.92847 -4.02209 1.19685 -0.205 -0.327 -0.183
H -1.63210 -2.53041 1.25176 -0.025 -0.272 0.109
H -1.95628 -3.64721 2.44139 0.110 0.148 0.105
H -3.58749 -5.32496 -0.71281 -0.086 -0.543 -0.726
H -2.81699 -6.15208 0.66317 0.414 1.332 -0.897
H -1.77148 -5.18852 -0.58407 -1.067 -0.384 0.431
H -3.18269 -3.14208 0.01692 -0.441 1.115 -1.388
H -4.16196 -5.01499 2.21059 0.424 -0.645 -0.203
H -5.14396 -4.18412 1.00941 0.314 -0.171 -0.051
H -4.96090 -4.49631 3.91256 -0.356 0.979 -0.098
H -6.24263 -3.69259 2.99184 -0.623 0.275 0.359
H -5.32071 -2.77464 4.31091 -0.358 0.138 -0.066
C -3.70487 2.17639 -2.20842 -1.108 -1.954 -1.092
O -5.07643 2.30759 -1.87043 1.202 0.468 0.050
O -2.93118 1.68900 -1.14344 -0.876 2.003 1.055
C -3.60241 1.08077 -3.35505 0.803 0.626 1.066
F -4.08238 -0.09467 -3.03172 -0.256 -0.615 0.398
F -4.25259 1.47070 -4.46685 0.435 0.168 -0.130
F -2.28129 0.91078 -3.66173 -0.587 0.099 -0.223
C -5.87109 3.14991 -2.75512 -0.635 -1.936 -0.050
C -5.48615 4.55993 -2.79580 -0.026 1.115 -0.427
H -5.98303 5.08050 -3.62719 0.149 -0.159 0.255
H -5.72561 5.07146 -1.88176 -0.228 0.226 0.438
H -4.43416 4.64196 -2.92175 1.008 0.423 -0.378
H -6.85492 3.06548 -2.33877 -0.570 -0.180 0.291
H -5.93916 2.66085 -3.73690 0.208 0.370 0.196
H -3.31884 3.04496 -2.73038 0.313 0.652 0.449
C 1.91190 3.26505 0.45786 -0.548 0.698 -0.764
O 3.27363 3.60680 0.26697 0.164 -0.826 0.180
O 1.43020 2.61083 -0.61020 -0.089 -0.110 0.074
C 1.77145 2.43329 1.72976 -1.595 1.124 2.478
F 2.30980 1.22214 1.68386 -0.751 0.375 0.107
F 2.25673 3.07679 2.84337 0.129 -0.691 -1.107
F 0.33229 2.38287 2.12158 2.430 -0.764 -1.277
C 3.62483 4.87158 0.77057 -0.041 1.184 -0.009
C 5.07236 5.20197 0.49274 -0.576 -0.996 -1.209
H 5.32679 5.03669 -0.54464 -0.196 0.159 -0.636
H 5.29340 6.22859 0.69642 0.293 0.417 0.585
H 5.68355 4.46205 0.97098 0.555 0.074 0.866
H 3.51652 4.95111 1.84208 -0.360 -0.273 0.512
H 2.91793 5.59564 0.33683 0.299 0.168 -0.045
H 1.37110 4.22557 0.66716 0.090 -0.389 0.117
B 1.63206 -4.57248 -0.31998 -1.919 0.246 0.376
F 2.27118 -5.73754 -0.81915 -0.353 0.323 0.651
F 0.86340 -3.93513 -1.36672 1.048 -0.490 0.639
F 0.61884 -4.96158 0.67990 1.272 0.385 -0.736
F 2.57079 -3.69462 0.23336 -0.434 -0.459 -0.407
B 0.86226 0.08420 -4.76505 2.095 1.332 -0.894
F 2.26041 0.01632 -4.40345 -0.545 0.186 0.749
F 0.34739 1.36626 -4.15651 0.269 -1.785 -0.400
F 0.93650 0.26002 -6.17728 -1.222 -0.317 0.943
F 0.23372 -1.04655 -4.29074 -0.424 0.656 -0.151
B -0.61882 -2.63012 4.42695 -1.525 -0.352 -2.224
F -2.00801 -2.26934 3.99593 1.614 -0.315 0.789
F -0.38331 -3.94896 3.82245 -0.279 1.193 0.707
F 0.23656 -1.69917 3.79410 -0.159 -0.304 0.532
F -0.51978 -2.67053 5.78037 0.271 0.048 0.314
```
Positions in Å, forces in eV/Å.

Computed properties:
Spin multiplicity   1
Charge   +3
Max |F|   3.424 eV/A
Gap between HOMO and LUMO   6.82 eV
Highest occupied orbital energy   -14.4 eV